DFT (ωB97M-V/def2-TZVPD) results for a cluster of 10 separate species, C32H72F6N12O16S6 in total.

The geometry in XYZ format:
```
144
Properties=species:S:1:pos:R:3
C -4.35 -3.09 -0.60
C -4.64 -1.90 0.31
N -6.06 -1.51 0.43
C -6.97 -2.02 1.33
C -8.17 -1.52 0.97
N -7.96 -0.66 -0.07
C -6.68 -0.69 -0.39
C -9.02 0.08 -0.74
H -4.65 -2.87 -1.63
H -4.93 -3.93 -0.20
H -3.29 -3.32 -0.54
H -4.14 -1.01 -0.09
H -4.25 -2.10 1.30
H -6.67 -2.79 2.02
H -9.18 -1.66 1.32
H -6.24 -0.16 -1.22
H -8.60 0.67 -1.56
H -9.53 0.75 -0.06
H -9.74 -0.60 -1.20
C 0.63 7.10 2.94
C 1.44 5.79 2.89
N 0.54 4.65 3.09
C -0.17 4.00 2.08
C -0.93 3.09 2.71
N -0.69 3.15 4.05
C 0.31 4.03 4.23
C -1.31 2.35 5.12
H 1.28 7.92 2.66
H 0.44 7.30 3.99
H -0.27 7.08 2.33
H 2.20 5.85 3.65
H 1.89 5.69 1.90
H -0.05 4.39 1.08
H -1.75 2.46 2.39
H 0.69 4.24 5.22
H -2.34 2.14 4.85
H -1.36 2.92 6.04
H -0.73 1.44 5.20
C -2.48 5.58 -3.82
C -2.23 4.11 -3.89
O -1.35 3.52 -4.37
N -3.26 3.24 -3.14
H -4.22 3.61 -3.19
H -3.37 2.35 -3.63
C -2.90 3.12 -1.68
H -3.56 5.75 -3.95
H -2.02 6.04 -4.68
H -2.14 5.91 -2.84
H -1.95 2.60 -1.61
H -3.73 2.66 -1.15
H -2.79 4.13 -1.30
C 3.08 2.39 2.97
C 4.15 1.36 2.80
O 5.27 1.53 2.53
N 3.66 -0.10 2.77
H 3.77 -0.61 3.65
H 2.63 -0.13 2.56
C 4.25 -0.91 1.63
H 3.13 2.85 3.96
H 2.09 1.97 2.79
H 3.26 3.17 2.22
H 4.10 -0.32 0.73
H 3.62 -1.80 1.62
H 5.29 -1.13 1.84
C 2.88 -6.06 4.39
C 2.19 -4.73 4.28
O 1.59 -4.36 3.33
N 2.43 -3.87 5.52
H 2.50 -4.48 6.34
H 3.32 -3.37 5.43
C 1.35 -2.86 5.87
H 3.78 -6.01 5.01
H 3.20 -6.38 3.40
H 2.20 -6.77 4.86
H 1.54 -2.50 6.87
H 0.37 -3.33 5.87
H 1.43 -2.10 5.10
C 1.48 -3.71 -1.74
C 0.61 -4.94 -1.60
O -0.47 -5.06 -2.05
N 1.19 -6.11 -0.79
H 1.03 -6.96 -1.34
H 2.21 -6.00 -0.79
C 0.59 -6.20 0.59
H 0.81 -2.95 -2.13
H 2.32 -3.98 -2.38
H 1.81 -3.33 -0.77
H 0.74 -5.25 1.09
H 1.13 -6.99 1.11
H -0.45 -6.50 0.51
C 4.94 -0.10 -2.17
C 3.85 -0.67 -3.08
C 3.27 0.48 -3.87
N 2.45 0.02 -5.08
C 1.46 -1.03 -4.72
C 3.38 -0.51 -6.18
C 3.69 0.65 -7.12
C 2.96 1.84 -6.50
C 1.80 1.21 -5.75
H 4.68 0.82 -1.64
H 5.83 0.14 -2.77
H 5.31 -0.87 -1.48
H 3.10 -1.12 -2.42
H 4.26 -1.53 -3.61
H 3.95 1.18 -4.34
H 2.53 1.04 -3.30
H 1.97 -1.95 -4.46
H 0.79 -1.16 -5.56
H 0.95 -0.58 -3.87
H 2.72 -1.18 -6.74
H 4.16 -1.14 -5.76
H 3.33 0.44 -8.12
H 4.77 0.81 -7.14
H 2.63 2.54 -7.27
H 3.65 2.39 -5.86
H 1.03 0.90 -6.46
H 1.41 1.86 -4.97
N 2.15 5.46 -2.06
S 1.22 4.24 -1.55
O 1.52 2.94 -2.05
O -0.15 4.55 -1.25
F 1.89 4.21 -0.09
S 1.89 5.46 -3.63
O 0.57 5.85 -3.99
O 2.53 4.47 -4.44
F 2.78 6.71 -3.98
N -3.20 -5.13 4.00
S -2.41 -4.02 3.23
O -2.72 -2.62 3.29
O -1.93 -4.49 1.95
F -1.02 -4.08 4.08
S -4.67 -4.89 3.29
O -4.76 -5.40 1.97
O -5.34 -3.68 3.62
F -5.45 -5.97 4.10
N 1.23 -0.21 1.52
S 0.91 0.49 0.16
O -0.04 1.56 0.14
O 1.16 -0.27 -1.02
F 2.29 1.38 0.24
S -0.33 -0.83 1.82
O -0.90 -1.55 0.74
O -1.09 -0.05 2.72
F 0.20 -1.99 2.80
```

The HOMO energy is -16.208 eV. Its net charge is +4. As for the total energy: -6110.34678 a.u.

DFT (ωB97M-V/def2-TZVPD) results for the molecule C22H34N2O6S2.

The geometry in XYZ format:
```
66
Properties=species:S:1:pos:R:3
C -7.47 -0.39 -1.86
H -7.28 -0.68 -2.90
H -8.48 0.00 -1.75
H -7.32 -1.26 -1.22
O -6.60 0.67 -1.48
C -5.30 0.49 -1.72
O -4.85 -0.50 -2.24
C -4.49 1.70 -1.30
H -4.57 2.42 -2.12
C -3.02 1.37 -1.05
N -2.72 1.08 0.33
S -1.44 1.89 1.01
O -1.29 3.14 0.33
O -1.60 1.89 2.43
C -0.02 0.85 0.61
C 0.50 0.89 -0.67
C 1.55 0.04 -1.00
C 2.05 -0.81 -0.04
C 1.54 -0.84 1.25
C 0.49 0.00 1.58
H 0.07 0.03 2.57
H 1.97 -1.53 1.96
S 3.43 -1.88 -0.43
O 3.70 -1.78 -1.83
O 3.21 -3.18 0.13
N 4.60 -1.16 0.50
H 5.26 -1.83 0.87
C 5.21 0.04 -0.05
C 6.34 -0.27 -1.03
C 6.93 1.03 -1.59
C 7.42 1.92 -0.46
C 6.29 2.23 0.51
C 5.71 0.94 1.08
H 6.47 0.41 1.65
H 4.88 1.16 1.76
H 5.50 2.78 -0.01
H 6.66 2.86 1.33
H 8.23 1.42 0.07
H 7.82 2.85 -0.87
H 7.75 0.79 -2.27
H 6.16 1.55 -2.16
H 7.12 -0.83 -0.51
H 5.95 -0.89 -1.84
H 4.40 0.55 -0.59
H 1.98 0.02 -1.99
H 0.09 1.58 -1.38
C -2.99 -0.21 0.93
C -2.57 -1.41 0.07
C -2.73 -2.69 0.87
C -4.17 -2.86 1.33
C -4.61 -1.66 2.17
C -4.45 -0.37 1.37
H -4.73 0.50 1.98
H -5.09 -0.40 0.49
H -5.65 -1.77 2.47
H -4.00 -1.60 3.07
H -4.28 -3.77 1.92
H -4.82 -2.94 0.46
H -2.07 -2.66 1.74
H -2.43 -3.55 0.26
H -1.54 -1.29 -0.26
H -3.21 -1.46 -0.82
H -2.38 -0.21 1.84
H -2.42 2.26 -1.28
H -2.72 0.55 -1.71
H -4.94 2.15 -0.42
```

The HOMO energy is -9.461 eV. As for the total energy: -2216.05688 a.u. The energy above the lowest of the compared OMol25 structures with the same formula, charge and spin comes out at 0.0 kJ/mol.

DFT (ωB97M-V/def2-TZVPD) results for the molecule H2N4O.

The geometry in XYZ format:
```
7
Properties=species:S:1:pos:R:3
N -1.47 0.69 1.66
N -0.87 -0.29 1.28
N -1.24 2.24 1.54
N -0.02 -0.24 0.30
O -2.15 2.90 1.35
H 0.04 0.72 -0.24
H 0.54 -1.09 -0.10
```

The HOMO energy (alpha / beta) is -8.404 / -8.404 eV. As for the total energy: -295.27305 a.u. The energy above the lowest of the compared OMol25 structures with the same formula, charge and spin comes out at 369.1 kJ/mol.

DFT (ωB97M-V/def2-TZVPD) results for a cluster of 3 separate species, C19H15FN2O2S in total.

The geometry in XYZ format:
```
40
Properties=species:S:1:pos:R:3
C -4.69 -0.84 1.70
C -4.09 -1.85 0.93
C -2.73 -1.81 0.67
C -1.94 -0.73 1.10
C -0.52 -0.70 0.76
C 0.14 -1.97 0.34
N 0.76 -2.83 -0.18
S 0.47 0.33 1.86
C 2.13 -0.32 1.66
C 2.79 -1.01 2.69
C 4.08 -1.49 2.45
C 4.71 -1.23 1.23
C 4.06 -0.48 0.24
C 2.76 -0.02 0.47
O 0.58 1.68 1.35
O 0.02 0.08 3.22
C -2.54 0.28 1.90
C -3.91 0.24 2.17
H -5.76 -0.89 1.96
H -4.68 -2.67 0.54
H -2.23 -2.63 0.16
H 2.28 -1.17 3.64
H 4.58 -2.08 3.21
H 5.72 -1.61 1.04
H 4.54 -0.24 -0.70
H 2.23 0.56 -0.29
H -1.96 1.09 2.36
H -4.37 1.04 2.74
F -0.70 0.34 -0.71
N -0.34 1.08 -2.30
C -0.84 0.61 -3.37
C -0.72 1.37 -4.54
C -0.04 2.58 -4.47
C 0.52 2.98 -3.28
C 0.35 2.19 -2.13
H -1.36 -0.39 -3.33
H -1.16 1.02 -5.45
H 0.06 3.20 -5.35
H 1.08 3.89 -3.16
H 0.72 2.41 -1.13
```

The HOMO energy is -7.667 eV. As for the total energy: -1490.88124 a.u. The energy above the lowest of the compared OMol25 structures with the same formula, charge and spin comes out at 203.6 kJ/mol.